(1)
The following is a quantum chemistry calculation of a molecular structure, C44H57FN2O6SY at a distorted geometry, from the Open Molecules 2025 dataset.

For the energy relative to the best compared isomer or geometry (same formula, charge and spin), the calculation gives 11.5 kcal per mole. The calculation puts the LUMO energy (alpha / beta) at -4.0 / -4.1 eV. As for the molecular weight: 849.92 g mol⁻¹. The total energy is -76416.11185 eV. The calculation puts the largest force on an atom at 2.5 eV/Å. Its total charge is +1.

Geometry (Å):
Y  1.38  -0.22  -0.31
C  -3.36  3.05  -5.33
C  -2.59  1.76  -5.64
C  -2.00  1.84  -7.06
C  -3.57  0.58  -5.59
C  -1.48  1.60  -4.61
C  -1.65  0.92  -3.45
C  -0.59  0.82  -2.51
N  -0.64  0.30  -1.27
C  -1.71  0.10  -0.47
C  -3.00  0.65  -0.65
C  -3.97  0.42  0.27
C  -3.67  -0.44  1.38
C  -2.45  -1.00  1.64
C  -1.40  -0.69  0.72
O  -0.18  -1.09  0.88
C  -2.18  -1.89  2.86
C  -1.52  -3.21  2.43
C  -1.24  -1.15  3.84
C  -3.47  -2.24  3.61
C  -5.34  1.08  0.11
C  -5.92  0.72  -1.27
C  -6.34  0.64  1.19
C  -5.17  2.61  0.20
C  0.76  1.27  -2.89
O  1.74  0.93  -2.16
C  0.88  2.15  -4.02
C  -0.21  2.27  -4.82
C  2.22  2.85  -4.33
C  2.08  3.88  -5.45
C  2.73  3.59  -3.07
C  3.25  1.79  -4.77
H  -4.16  3.21  -6.06
H  -3.80  3.01  -4.33
H  -2.69  3.92  -5.36
H  -2.81  1.73  -7.79
H  -1.52  2.80  -7.25
H  -1.27  1.05  -7.25
H  -4.30  0.68  -6.40
H  -3.05  -0.38  -5.70
H  -4.14  0.56  -4.65
H  -2.59  0.41  -3.23
H  -3.18  1.32  -1.48
H  -4.47  -0.64  2.08
H  -0.55  -3.05  1.96
H  -1.38  -3.85  3.31
H  -2.17  -3.75  1.73
H  -0.29  -0.89  3.36
H  -1.70  -0.22  4.19
H  -1.04  -1.80  4.71
H  -4.21  -2.72  2.96
H  -3.23  -2.95  4.41
H  -3.93  -1.37  4.08
H  -5.99  -0.37  -1.39
H  -6.92  1.14  -1.38
H  -5.29  1.11  -2.08
H  -6.52  -0.44  1.16
H  -6.00  0.91  2.19
H  -7.29  1.14  1.01
H  -4.48  2.98  -0.57
H  -6.14  3.10  0.06
H  -4.78  2.90  1.18
H  -0.13  2.90  -5.69
H  1.31  4.62  -5.23
H  3.03  4.41  -5.57
H  1.84  3.41  -6.42
H  1.98  4.31  -2.72
H  2.96  2.91  -2.25
H  3.63  4.15  -3.33
H  2.95  1.32  -5.71
H  4.23  2.27  -4.92
H  3.36  1.02  -4.01
C  1.41  -1.34  6.97
C  2.62  -0.51  6.54
C  3.91  -0.89  7.25
C  4.29  -2.33  6.92
C  4.25  -2.58  5.43
C  4.92  -3.65  4.87
C  4.91  -3.86  3.50
F  5.57  -4.92  3.02
C  4.27  -3.02  2.64
C  3.59  -1.92  3.17
C  2.91  -0.99  2.28
O  2.93  -1.17  1.03
C  2.21  0.08  2.90
C  2.18  0.18  4.26
N  2.82  -0.65  5.08
C  3.56  -1.72  4.56
C  1.41  1.10  2.13
O  0.44  1.61  2.64
O  1.85  1.32  0.91
H  1.33  -1.35  8.06
H  1.50  -2.38  6.62
H  0.49  -0.93  6.55
H  2.41  0.54  6.71
H  3.78  -0.74  8.32
H  4.70  -0.21  6.92
H  3.62  -3.02  7.43
H  5.29  -2.54  7.29
H  5.47  -4.34  5.51
H  4.29  -3.18  1.57
H  1.59  0.96  4.72
C  4.51  -1.19  -1.71
S  3.41  -2.56  -1.44
C  3.66  -3.32  -3.01
O  1.99  -1.99  -1.52
H  4.33  -0.78  -2.71
H  5.53  -1.56  -1.60
H  4.33  -0.45  -0.95
H  4.72  -3.55  -3.11
H  3.33  -2.62  -3.78
H  3.07  -4.23  -3.03

***

(2)
The following is a quantum chemistry calculation of a molecular structure, C44H57MoN6O8SbSi3 at a distorted geometry, from the Open Molecules 2025 dataset.

The calculation puts the LUMO energy (alpha / beta) at -6.0 / -6.2 eV. As for the molecular weight: 1099.93 g mol⁻¹. The total energy is -103888.23393 eV. Its spin multiplicity is 3. The calculation puts the largest force on an atom at 1.5 eV/Å. Its total charge is +2.

Geometry (Å):
Mo  -0.76  0.64  0.68
O  -4.80  4.42  2.73
C  -3.59  4.88  3.00
O  -3.40  5.88  3.64
C  -2.42  4.11  2.47
C  -1.11  4.50  2.69
N  -0.31  3.60  2.09
N  -1.04  2.65  1.48
C  -2.32  2.94  1.71
C  -3.33  2.01  1.11
O  -4.53  2.19  1.26
O  -2.79  1.09  0.39
H  -4.78  3.59  2.20
H  -0.73  5.36  3.22
H  0.69  3.59  2.04
C  -3.02  -3.69  -5.78
O  -2.32  -3.30  -4.61
C  -1.03  -3.69  -4.50
C  -0.33  -4.42  -5.45
C  0.99  -4.78  -5.22
C  1.62  -4.44  -4.03
C  0.92  -3.73  -3.07
C  -0.38  -3.33  -3.30
N  -1.12  -2.62  -2.33
C  -0.70  -1.48  -1.73
N  0.39  -0.90  -2.29
C  1.15  0.21  -1.93
C  0.69  1.32  -1.21
C  1.57  2.40  -0.96
C  2.85  2.38  -1.45
C  3.30  1.30  -2.22
C  2.48  0.22  -2.43
O  2.81  -0.89  -3.13
C  4.06  -0.92  -3.81
N  -1.28  -0.98  -0.66
C  -2.41  -1.61  -0.05
C  -2.37  -1.68  1.33
C  -3.38  -2.19  2.12
C  -4.52  -2.65  1.46
C  -4.63  -2.54  0.08
C  -3.60  -1.99  -0.68
O  -3.69  -1.78  -2.02
C  -4.95  -1.99  -2.66
H  -4.03  -3.29  -5.67
H  -3.07  -4.78  -5.85
H  -2.56  -3.28  -6.67
H  -0.81  -4.71  -6.38
H  1.52  -5.34  -5.97
H  2.64  -4.75  -3.84
H  1.39  -3.50  -2.12
H  -2.12  -2.75  -2.35
H  0.81  -1.44  -3.05
H  1.17  3.26  -0.45
H  3.51  3.22  -1.29
H  4.29  1.32  -2.63
H  4.88  -0.91  -3.09
H  4.15  -0.07  -4.49
H  4.07  -1.84  -4.37
H  -0.58  -1.57  2.44
H  -3.31  -2.19  3.19
H  -5.34  -3.06  2.03
H  -5.54  -2.86  -0.39
H  -4.82  -1.66  -3.68
H  -5.72  -1.40  -2.17
H  -5.22  -3.05  -2.65
O  -1.50  0.19  2.50
N  -1.24  -1.00  1.90
C  4.96  0.12  0.36
Si  3.70  -1.03  1.16
C  2.96  -2.24  -0.08
C  4.55  -2.01  2.51
Sb  1.71  0.31  2.18
Si  2.89  2.28  3.39
C  3.00  3.82  2.28
C  4.64  1.75  3.82
C  1.87  2.64  4.93
Si  1.30  -1.14  4.35
C  1.01  -2.92  3.73
C  2.75  -1.08  5.53
C  -0.19  -0.53  5.33
H  5.96  -0.22  0.63
H  4.87  1.16  0.67
H  4.89  0.10  -0.72
H  3.76  -2.72  -0.65
H  2.28  -1.77  -0.79
H  2.41  -3.03  0.44
H  5.36  -2.57  2.04
H  3.88  -2.74  2.97
H  4.99  -1.39  3.28
H  4.04  4.13  2.23
H  2.46  4.68  2.69
H  2.68  3.66  1.25
H  5.23  1.57  2.93
H  4.70  0.88  4.46
H  5.11  2.58  4.35
H  0.79  2.53  4.77
H  2.05  3.66  5.29
H  2.14  1.97  5.74
H  1.27  -3.10  2.68
H  -0.02  -3.25  3.89
H  1.63  -3.61  4.32
H  3.61  -1.69  5.24
H  2.38  -1.47  6.48
H  3.10  -0.07  5.73
H  -1.02  -0.16  4.75
H  0.13  0.27  6.01
H  -0.53  -1.35  5.95
C  -0.75  1.65  -1.25
C  -1.56  2.31  -1.89
C  -2.58  2.93  -2.63
C  -2.83  4.31  -2.49
C  -3.85  4.89  -3.20
C  -4.62  4.12  -4.06
C  -4.38  2.76  -4.21
C  -3.36  2.16  -3.50
H  -2.22  4.89  -1.81
H  -4.05  5.95  -3.09
H  -5.42  4.58  -4.62
H  -4.99  2.17  -4.89
H  -3.16  1.10  -3.59

***

(3)
The following is a quantum chemistry calculation of a molecular structure, C44H58AlN8S2, from the Open Molecules 2025 dataset.

For the energy relative to the best compared isomer or geometry (same formula, charge and spin), the calculation gives 15.2 kcal per mole. The calculation puts the LUMO energy at -2.1 eV. As for the molecular weight: 790.12 g mol⁻¹. The total energy is -86756.93355 eV. The calculation puts the largest force on an atom at 0.3 eV/Å. Its total charge is +1.

Geometry (Å):
Al  0.98  -0.24  -0.31
C  2.74  -1.24  4.43
C  3.45  -1.02  3.15
N  4.72  -1.10  2.95
N  4.88  -0.82  1.61
C  3.74  -0.56  0.98
S  3.46  -0.09  -0.61
N  2.81  -0.71  1.96
N  1.46  -0.48  1.73
H  3.46  -1.16  5.25
H  2.29  -2.24  4.46
H  1.96  -0.50  4.58
H  5.81  -0.77  1.22
H  0.90  -1.24  2.11
H  1.18  0.41  2.13
C  -2.96  0.37  -3.27
C  -2.09  -0.84  -2.94
C  -0.62  -0.48  -3.13
C  -2.49  -1.50  -1.61
C  -3.61  -2.33  -1.71
C  -4.12  -3.01  -0.62
C  -3.52  -2.84  0.62
C  -2.43  -2.00  0.77
C  -1.91  -1.71  2.17
C  -1.01  -2.84  2.66
C  -3.03  -1.47  3.19
C  -1.89  -1.34  -0.35
N  -0.87  -0.36  -0.14
C  -1.36  0.96  -0.16
C  -0.46  1.96  -0.32
N  0.88  1.60  -0.41
C  1.83  2.66  -0.54
C  2.33  3.03  -1.79
C  3.26  4.07  -1.87
C  3.67  4.75  -0.74
C  3.14  4.40  0.50
C  2.22  3.37  0.61
C  1.65  3.06  1.99
C  2.75  2.57  2.94
C  0.92  4.26  2.60
C  1.86  2.37  -3.07
C  3.00  1.66  -3.82
C  1.16  3.38  -3.99
C  -1.16  3.25  -0.39
C  -0.83  4.56  -0.60
C  -1.88  5.54  -0.61
C  -3.19  5.21  -0.42
C  -3.56  3.85  -0.21
C  -4.88  3.33  -0.02
C  -5.06  1.99  0.15
C  -3.99  1.05  0.12
C  -2.72  1.52  -0.06
C  -2.53  2.92  -0.21
H  -2.78  0.68  -4.30
H  -2.74  1.21  -2.62
H  -4.02  0.14  -3.17
H  -2.31  -1.61  -3.69
H  -0.37  0.42  -2.56
H  -0.44  -0.25  -4.19
H  0.05  -1.30  -2.86
H  -4.08  -2.45  -2.68
H  -4.99  -3.65  -0.73
H  -3.94  -3.34  1.49
H  -1.34  -0.79  2.10
H  -1.58  -3.77  2.76
H  -0.58  -2.63  3.64
H  -0.21  -3.05  1.94
H  -3.60  -2.37  3.40
H  -3.72  -0.71  2.83
H  -2.61  -1.12  4.13
H  3.65  4.35  -2.84
H  4.39  5.55  -0.82
H  3.45  4.95  1.38
H  0.90  2.28  1.86
H  3.40  3.40  3.23
H  3.39  1.82  2.47
H  2.33  2.16  3.86
H  1.59  5.11  2.70
H  0.54  4.01  3.60
H  0.07  4.56  1.98
H  1.12  1.62  -2.80
H  3.83  2.35  -4.02
H  2.65  1.27  -4.77
H  3.41  0.83  -3.25
H  1.87  4.11  -4.39
H  0.38  3.92  -3.45
H  0.70  2.87  -4.83
H  0.19  4.88  -0.75
H  -1.61  6.57  -0.77
H  -3.96  5.98  -0.43
H  -5.72  4.01  -0.01
H  -6.07  1.61  0.29
H  -4.21  0.00  0.23
C  2.33  -4.47  1.64
N  1.40  -4.95  0.62
C  1.47  -6.40  0.42
C  0.92  -4.13  -0.35
S  1.77  -2.66  -0.71
N  -0.13  -4.55  -1.06
C  -0.44  -4.03  -2.39
C  -1.14  -5.47  -0.54
H  2.32  -5.19  2.46
H  2.02  -3.50  2.01
H  3.35  -4.39  1.25
H  2.51  -6.71  0.48
H  1.10  -6.67  -0.56
H  0.90  -6.93  1.18
H  0.40  -3.45  -2.76
H  -1.33  -3.41  -2.34
H  -0.62  -4.88  -3.05
H  -1.03  -5.58  0.54
H  -1.08  -6.45  -1.01
H  -2.11  -5.03  -0.75

***

(4)
The following is a quantum chemistry calculation of a molecular structure, C44H58BBrClN7O5OsSe at a distorted geometry, from the Open Molecules 2025 dataset.

For the energy relative to the best compared isomer or geometry (same formula, charge and spin), the calculation gives 37.6 kcal per mole. The calculation puts the LUMO energy (alpha / beta) at -0.1 / -2.8 eV. As for the molecular weight: 1160.35 g mol⁻¹. The total energy is -218293.24571 eV. Its spin multiplicity is 5. The calculation puts the largest force on an atom at 4.0 eV/Å.

Geometry (Å):
Os  0.24  0.04  0.97
C  -3.41  0.98  1.92
C  -3.87  1.36  0.52
C  -5.07  0.52  0.05
C  -2.76  1.27  -0.47
C  -2.89  1.17  -1.85
C  -1.61  1.24  -2.37
C  -1.28  1.00  -3.81
C  -1.30  2.30  -4.62
C  0.01  0.20  -3.98
N  -0.76  1.42  -1.33
N  -1.47  1.41  -0.17
B  0.61  2.15  -1.28
N  0.64  2.89  0.10
N  0.59  2.20  1.26
C  0.61  3.08  2.27
C  0.64  4.36  1.74
C  0.66  4.21  0.36
C  0.76  5.37  -0.57
C  -0.34  5.44  -1.63
C  2.17  5.40  -1.17
C  0.61  2.84  3.75
C  -0.81  2.57  4.26
C  1.56  1.72  4.17
N  1.84  1.21  -1.29
N  1.91  0.34  -0.26
C  3.08  -0.30  -0.31
C  3.78  0.17  -1.42
C  2.97  1.12  -2.03
C  3.44  1.77  -3.31
C  4.89  2.23  -3.15
C  2.66  2.93  -3.92
C  3.57  -1.28  0.71
C  4.89  -1.91  0.28
C  3.73  -0.58  2.07
H  -4.22  1.09  2.64
H  -2.59  1.63  2.21
H  -3.06  -0.05  1.93
H  -4.19  2.41  0.55
H  -4.74  -0.48  -0.23
H  -5.54  0.98  -0.81
H  -5.81  0.45  0.85
H  -3.79  1.04  -2.42
H  -2.11  0.38  -4.17
H  -0.48  2.96  -4.33
H  -2.24  2.83  -4.47
H  -1.19  2.07  -5.68
H  0.88  0.83  -3.89
H  0.02  -0.29  -4.94
H  0.06  -0.56  -3.20
H  0.70  2.92  -2.15
H  0.66  5.28  2.29
H  0.65  6.26  0.06
H  -0.21  4.69  -2.40
H  -0.34  6.42  -2.10
H  -1.31  5.29  -1.17
H  2.42  4.42  -1.56
H  2.89  5.64  -0.39
H  2.24  6.15  -1.95
H  0.96  3.78  4.20
H  -1.20  1.66  3.82
H  -1.47  3.40  3.99
H  -0.81  2.47  5.34
H  1.20  0.76  3.80
H  1.62  1.68  5.25
H  2.56  1.91  3.77
H  4.74  -0.16  -1.76
H  3.43  0.96  -4.05
H  4.99  2.91  -2.31
H  5.21  2.75  -4.06
H  5.57  1.39  -3.00
H  2.80  3.84  -3.35
H  1.60  2.73  -4.02
H  3.05  3.12  -4.93
H  2.83  -2.07  0.85
H  5.68  -1.17  0.25
H  4.79  -2.36  -0.71
H  5.18  -2.70  0.97
H  4.40  0.27  1.99
H  4.13  -1.28  2.80
H  2.75  -0.24  2.41
Se  -1.09  -1.97  4.94
C  -0.86  -1.05  3.51
N  -0.70  -0.35  2.58
C  -2.37  -6.13  2.36
C  -3.03  -4.84  2.74
C  -3.43  -4.60  4.04
C  -4.10  -3.44  4.37
Cl  -4.57  -3.16  6.01
C  -4.40  -2.50  3.40
C  -4.02  -2.73  2.09
C  -3.31  -3.87  1.75
O  -2.87  -4.17  0.50
C  -3.19  -3.37  -0.58
C  -2.36  -1.95  -0.72
O  -2.38  -1.57  -1.87
O  -1.92  -1.53  0.34
H  -2.02  -6.67  3.24
H  -1.53  -5.95  1.69
H  -3.08  -6.76  1.83
H  -3.22  -5.34  4.80
H  -4.93  -1.59  3.66
H  -4.25  -1.98  1.35
H  -4.24  -3.06  -0.59
H  -2.94  -3.94  -1.48
Br  2.26  -2.88  -3.06
C  1.71  -4.17  -1.80
C  2.03  -5.49  -2.04
C  1.69  -6.46  -1.12
C  1.03  -6.11  0.05
C  0.72  -4.79  0.29
C  1.04  -3.80  -0.64
C  0.67  -2.38  -0.36
O  0.47  -1.59  -1.27
O  0.63  -2.05  0.88
H  2.54  -5.76  -2.95
H  1.94  -7.50  -1.32
H  0.79  -6.87  0.78
H  0.22  -4.48  1.20